[1]
Entry from the OMol25 dataset: a 12-piece molecular cluster, C47H98Cl20 overall (wB97M-V/def2-TZVPD).

```
! RIJCOSX wB97M-V def2-TZVPD def2/J DEFGRID3
* xyz 0 1
Cl 0.782 -2.322 4.599
C 1.443 -3.871 3.890
Cl 2.011 -3.475 2.237
Cl 2.764 -4.513 4.898
Cl 0.070 -4.975 3.827
Cl -6.379 3.413 1.227
C -6.322 2.909 3.024
Cl -6.721 1.196 3.118
Cl -4.665 3.286 3.461
Cl -7.428 3.956 3.892
Cl 2.217 5.204 -2.109
C 2.819 3.684 -2.748
Cl 1.737 3.279 -4.112
Cl 4.479 3.775 -3.359
Cl 2.760 2.434 -1.554
Cl 1.931 -0.563 -6.183
C 3.646 -0.719 -5.713
Cl 4.692 -0.105 -6.968
Cl 3.825 0.075 -4.200
Cl 3.991 -2.502 -5.440
Cl -0.791 -0.047 7.215
C -1.790 1.290 7.864
Cl -1.434 2.770 6.885
Cl -3.428 0.872 7.806
Cl -1.358 1.679 9.502
C 2.224 1.018 1.837
C 3.184 1.972 2.468
C 2.828 3.471 2.266
C 4.024 4.382 2.553
C 3.483 5.808 2.468
C 4.599 6.888 2.497
H 2.004 1.175 0.789
H 1.241 1.045 2.364
H 2.521 0.015 1.791
H 3.277 1.750 3.537
H 4.173 1.893 2.012
H 1.871 3.711 2.759
H 2.555 3.674 1.224
H 4.503 4.290 3.518
H 4.818 4.213 1.793
H 2.992 5.956 1.511
H 2.747 6.017 3.256
H 5.207 6.697 3.404
H 5.272 6.851 1.603
H 4.177 7.888 2.623
C -1.123 3.726 -0.888
C -0.576 3.938 0.558
C -1.429 4.846 1.438
C -0.677 5.108 2.786
C -1.563 5.859 3.744
C -1.080 5.818 5.189
H -1.131 4.670 -1.394
H -2.135 3.380 -0.910
H -0.480 3.018 -1.414
H -0.402 2.908 0.982
H 0.471 4.245 0.504
H -2.363 4.258 1.692
H -1.810 5.699 0.855
H -0.501 4.119 3.229
H 0.297 5.617 2.649
H -1.651 6.922 3.456
H -2.617 5.610 3.532
H -1.359 4.835 5.663
H -0.002 5.886 5.209
H -1.420 6.687 5.760
C 5.955 -3.387 3.444
C 6.781 -2.902 2.176
C 5.891 -2.614 0.937
C 5.174 -1.251 1.119
C 4.491 -0.704 -0.097
C 3.383 -1.655 -0.561
H 6.708 -3.564 4.241
H 5.447 -4.314 3.314
H 5.311 -2.624 3.883
H 7.337 -1.978 2.373
H 7.529 -3.614 1.916
H 5.126 -3.375 0.918
H 6.422 -2.625 -0.044
H 4.486 -1.191 1.943
H 5.928 -0.455 1.385
H 4.095 0.314 0.025
H 5.237 -0.698 -0.895
H 2.574 -1.594 0.182
H 2.967 -1.233 -1.473
H 3.778 -2.687 -0.734
C -2.827 -1.513 -6.111
C -2.698 -2.641 -5.099
C -1.674 -2.440 -4.021
C -1.272 -3.794 -3.427
C -0.255 -4.552 -4.254
C 1.149 -3.901 -4.270
H -3.458 -1.859 -7.001
H -1.863 -1.166 -6.498
H -3.335 -0.700 -5.625
H -3.611 -2.746 -4.456
H -2.534 -3.546 -5.643
H -2.067 -1.788 -3.278
H -0.799 -1.835 -4.418
H -1.033 -3.695 -2.367
H -2.188 -4.364 -3.365
H -0.332 -5.555 -3.824
H -0.636 -4.636 -5.259
H 1.916 -4.338 -4.840
H 1.051 -2.900 -4.729
H 1.552 -3.784 -3.253
C -0.183 -1.222 -1.115
C -0.709 0.129 -0.786
C -1.808 0.079 0.313
C -1.338 -0.627 1.607
C -2.463 -1.150 2.520
C -3.331 0.002 3.129
H 0.331 -1.595 -0.235
H 0.542 -1.307 -1.939
H -1.021 -2.013 -1.245
H 0.085 0.814 -0.381
H -1.046 0.671 -1.627
H -2.583 -0.523 -0.310
H -2.132 1.091 0.505
H -0.704 -1.456 1.395
H -0.666 0.097 2.223
H -3.164 -1.833 1.912
H -2.040 -1.723 3.374
H -3.698 0.713 2.347
H -4.193 -0.304 3.722
H -2.695 0.592 3.791
C -3.857 -4.922 0.320
C -2.552 -5.500 -0.142
C -1.373 -4.603 0.090
C -0.065 -5.031 -0.565
C 0.387 -6.358 0.139
C 1.630 -7.048 -0.435
H -4.325 -4.103 -0.165
H -3.819 -4.544 1.358
H -4.648 -5.694 0.425
H -2.391 -6.444 0.263
H -2.628 -5.688 -1.243
H -1.313 -4.517 1.197
H -1.666 -3.597 -0.151
H -0.355 -5.319 -1.559
H 0.660 -4.180 -0.584
H 0.496 -6.117 1.182
H -0.401 -7.111 0.026
H 1.750 -8.108 -0.141
H 1.551 -7.083 -1.532
H 2.433 -6.434 -0.101
C -1.790 3.797 -5.048
C -2.042 2.539 -4.289
C -3.447 2.465 -3.591
C -3.679 1.093 -2.941
C -5.080 0.819 -2.471
C -5.421 -0.672 -2.391
H -2.605 4.073 -5.761
H -0.927 3.706 -5.694
H -1.682 4.648 -4.433
H -1.864 1.682 -4.996
H -1.253 2.461 -3.573
H -4.248 2.554 -4.302
H -3.541 3.341 -2.917
H -3.383 0.341 -3.724
H -2.906 0.992 -2.136
H -5.182 1.285 -1.464
H -5.911 1.243 -3.066
H -6.432 -0.773 -2.056
H -5.253 -1.101 -3.361
H -4.757 -1.218 -1.654
*
```

Gap between HOMO and LUMO: 10.47 eV
HOMO level: -10.469 eV
LUMO: 0.00 eV
Energy: -300774.3365 eV

Mulliken atomic charge list, values in e, 99 entries:
1 Cl -0.0925
2 C 0.0546
3 Cl 0.0906
4 Cl -0.0804
5 Cl -0.0726
6 Cl -0.1372
7 C 0.2481
8 Cl -0.0721
9 Cl 0.0087
10 Cl -0.0914
11 Cl -0.0891
12 C 0.0789
13 Cl -0.0454
14 Cl -0.0978
15 Cl 0.0517
16 Cl -0.1068
17 C 0.2104
18 Cl -0.0860
19 Cl 0.0148
20 Cl -0.1238
21 Cl -0.0278
22 C 0.2645
23 Cl -0.2254
24 Cl -0.0769
25 Cl -0.1070
26 C 0.1129
27 C -0.7022
28 C 0.6486
29 C -0.9719
30 C 0.1737
31 C -1.4342
32 H -0.4256
33 H 0.2561
34 H -0.0184
35 H 0.3479
36 H 0.2413
37 H -0.0681
38 H -0.2690
39 H 0.4071
40 H 0.3163
41 H 0.1597
42 H 0.1047
43 H 0.3128
44 H 0.3078
45 H 0.4100
46 C -1.3271
47 C 1.4589
48 C -0.7574
49 C 0.2616
50 C -0.5260
51 C -0.3506
52 H 0.7841
53 H 0.3449
54 H -0.2562
55 H -0.5316
56 H -0.3215
57 H 0.0521
58 H 0.3234
59 H 0.1739
60 H -0.0128
61 H 0.3312
62 H 0.3372
63 H -0.4934
64 H 0.3009
65 H 0.4216
66 C -1.0005
67 C -0.8821
68 C -0.3648
69 C -0.5153
70 C -0.1505
71 C 0.4356
72 H 0.4007
73 H 0.2611
74 H 0.2557
75 H 0.3472
76 H 0.4309
77 H 0.1440
78 H 0.3750
79 H 0.1213
80 H 0.4035
81 H -0.4934
82 H 0.6406
83 H -0.6654
84 H -0.0573
85 H 0.3687
86 C -1.1717
87 C -0.7478
88 C 0.6099
89 C 1.4565
90 C -1.0987
91 C -0.8147
92 H 0.3589
93 H 0.2266
94 H 0.1856
95 H 0.2295
96 H 0.6577
97 H -0.1027
98 H -0.1421
99 H -1.6943

---

[2]
Entry from the OMol25 dataset: a 7-piece molecular cluster, C48H112ClN6O2 overall (wB97M-V/def2-TZVPD).

```
! RIJCOSX wB97M-V def2-TZVPD def2/J DEFGRID3
* xyz 5 1
C -7.449 23.099 13.663
C -6.922 23.367 12.205
N -7.521 24.606 11.465
C -8.998 24.221 11.244
C -7.407 25.872 12.357
C -5.958 26.286 12.577
C -6.766 24.706 10.065
C -7.282 25.862 9.229
O -8.617 25.700 8.810
C -9.351 26.909 8.597
H -7.115 22.104 13.957
H -8.532 23.177 13.758
H -7.036 23.759 14.426
H -7.231 22.540 11.566
H -5.847 23.511 12.314
H -9.163 23.361 10.594
H -9.584 24.945 10.677
H -9.616 24.143 12.139
H -8.043 25.543 13.179
H -7.888 26.736 11.899
H -5.611 26.693 11.627
H -5.296 25.439 12.757
H -5.872 27.079 13.319
H -6.796 23.676 9.708
H -5.726 24.857 10.354
H -6.621 26.136 8.407
H -7.271 26.759 9.850
H -9.229 27.535 9.481
H -10.399 26.626 8.498
H -8.988 27.371 7.679
C -7.267 17.819 10.929
C -7.357 18.385 12.353
N -8.796 18.652 12.853
C -9.475 19.712 11.914
C -9.658 17.351 12.713
C -9.216 16.193 13.594
C -8.745 19.145 14.319
C -10.058 19.730 14.799
O -10.187 21.083 14.247
C -11.564 21.511 14.356
H -7.581 16.779 10.839
H -6.232 17.744 10.595
H -7.748 18.367 10.119
H -6.993 19.409 12.446
H -6.745 17.768 13.011
H -10.477 19.986 12.243
H -9.488 19.514 10.842
H -8.840 20.596 11.978
H -9.619 17.207 11.633
H -10.679 17.636 12.966
H -8.151 15.965 13.548
H -9.729 15.273 13.311
H -9.483 16.395 14.631
H -7.931 19.866 14.401
H -8.520 18.282 14.947
H -10.078 19.659 15.886
H -10.869 19.063 14.509
H -11.613 22.420 13.757
H -11.900 21.779 15.358
H -12.290 20.840 13.897
C -7.248 17.938 21.758
C -6.543 18.526 20.546
C -7.074 19.970 20.445
N -6.712 20.706 19.108
C -5.218 20.387 18.743
C -6.851 22.190 19.238
C -6.957 22.738 17.822
C -7.588 21.579 16.993
C -7.687 20.433 17.953
H -8.268 17.645 21.512
H -7.269 18.586 22.635
H -6.768 17.032 22.127
H -6.669 17.901 19.662
H -5.467 18.581 20.714
H -6.602 20.544 21.243
H -8.136 20.076 20.665
H -5.112 19.312 18.598
H -4.584 20.695 19.574
H -5.030 20.939 17.822
H -6.020 22.618 19.800
H -7.768 22.361 19.802
H -6.074 23.246 17.436
H -7.662 23.568 17.834
H -6.980 21.318 16.126
H -8.599 21.700 16.605
H -7.425 19.446 17.570
H -8.671 20.474 18.420
C -2.765 15.848 12.652
C -2.524 15.862 14.135
C -2.493 17.333 14.609
N -2.304 17.510 16.163
C -3.529 16.956 16.893
C -2.016 18.947 16.442
C -1.133 18.969 17.652
C -0.430 17.601 17.845
C -1.029 16.751 16.668
H -2.005 16.290 12.008
H -3.702 16.289 12.314
H -2.836 14.828 12.275
H -1.690 15.297 14.552
H -3.382 15.271 14.456
H -3.472 17.811 14.586
H -1.679 17.806 14.058
H -4.283 17.540 16.365
H -3.296 17.220 17.925
H -3.513 15.883 16.700
H -2.958 19.466 16.616
H -1.475 19.405 15.614
H -1.627 19.226 18.589
H -0.401 19.773 17.582
H -0.698 17.237 18.836
H 0.656 17.572 17.941
H -1.300 15.752 17.012
H -0.333 16.689 15.832
C -4.728 19.249 6.900
C -4.171 20.161 7.985
C -3.646 19.365 9.159
N -3.274 20.119 10.405
C -4.521 20.824 10.929
C -2.096 21.109 10.148
C -1.401 21.251 11.482
C -1.494 19.963 12.087
C -2.665 19.160 11.500
H -5.393 18.421 7.146
H -3.882 18.839 6.350
H -5.253 19.828 6.140
H -4.952 20.877 8.239
H -3.292 20.736 7.694
H -2.814 18.760 8.798
H -4.347 18.632 9.559
H -4.623 21.550 10.122
H -4.236 21.246 11.892
H -5.312 20.074 10.950
H -2.515 22.021 9.722
H -1.426 20.656 9.418
H -1.850 22.036 12.090
H -0.433 21.688 11.237
H -1.624 20.023 13.168
H -0.571 19.385 12.034
H -3.452 18.786 12.155
H -2.262 18.358 10.881
C -2.595 29.119 15.432
C -2.373 27.692 15.883
C -2.877 26.706 14.841
N -2.332 25.290 15.126
C -1.042 25.113 14.319
C -3.285 24.114 14.687
C -2.885 22.891 15.548
C -2.063 23.389 16.744
C -2.049 24.852 16.603
H -3.635 29.410 15.288
H -2.047 29.432 14.544
H -2.264 29.809 16.208
H -2.862 27.477 16.833
H -1.358 27.361 16.100
H -2.481 26.893 13.843
H -3.964 26.634 14.870
H -1.313 25.407 13.305
H -0.743 24.069 14.410
H -0.295 25.844 14.628
H -3.036 23.944 13.640
H -4.292 24.512 14.811
H -2.349 22.258 14.841
H -3.770 22.325 15.841
H -1.044 23.002 16.737
H -2.499 23.151 17.714
H -1.140 25.357 16.929
H -2.924 25.260 17.107
Cl -4.975 20.165 14.383
*
```

Gap between HOMO and LUMO: 9.55 eV
Relative energy (zero: lowest compared OMol25 entry of this formula, charge and spin): 0.0 kJ/mol
HOMO level: -19.333 eV
LUMO: -9.78 eV
Energy: -77100.4066 eV

Mulliken atomic charge list, values in e, 99 entries:
1 C -0.9321
2 C -0.3397
3 N 0.1030
4 C -0.9630
5 C -0.7132
6 C -0.9751
7 C -0.6625
8 C -1.0318
9 O -0.3718
10 C -0.7204
11 H -0.2640
12 H 0.4106
13 H 0.5091
14 H 0.4857
15 H 0.2147
16 H 0.5411
17 H 0.2671
18 H 0.4041
19 H 0.6914
20 H 0.4796
21 H 0.2962
22 H 0.0742
23 H 0.6053
24 H 0.5555
25 H 0.4948
26 H 0.5517
27 H 0.2977
28 H 0.3411
29 H 0.2580
30 H 0.3267
31 C -1.2965
32 C 0.5815
33 N 0.4955
34 C -1.5483
35 C -0.5287
36 C -1.2048
37 C 0.3177
38 C -1.3138
39 O 0.0754
40 C -1.0065
41 H 0.5412
42 H 0.1054
43 H 0.2793
44 H -0.5235
45 H 0.4453
46 H 0.3521
47 H 0.3617
48 H 0.8598
49 H 0.6464
50 H 0.5989
51 H 0.2506
52 H 0.4274
53 H 0.3104
54 H -0.5190
55 H 0.3688
56 H 0.5873
57 H 0.5178
58 H 0.2521
59 H 0.3247
60 H 0.3865
61 C -1.5016
62 C -0.1848
63 C -0.9468
64 N 0.4229
65 C -0.7973
66 C -0.8600
67 C -0.6486
68 C 0.9147
69 C -1.0838
70 H 0.3846
71 H 0.3795
72 H 0.4048
73 H 0.2659
74 H 0.3748
75 H 0.5375
76 H 0.4562
77 H 0.2880
78 H 0.5039
79 H -0.0343
80 H 0.4190
81 H 0.4344
82 H 0.1386
83 H 0.5534
84 H -0.9875
85 H 0.6576
86 H 0.5236
87 H 0.3599
88 C -1.1840
89 C -0.6024
90 C -0.0300
91 N 0.7634
92 C -1.1777
93 C 0.3779
94 C -0.5847
95 C -0.9347
96 C -0.5905
97 H 0.3173
98 H 0.1205
99 H 0.5051